# 1
{
  "formula": "C5H15N2O",
  "method": "the ωB97M-V functional and the def2-TZVPD basis",
  "e_tot_ha": -383.28644,
  "gap_ev": [5.14, 5.09],
  "total_charge": 2,
  "multiplicity": 2,
  "s2": 0.76,
  "relative_energy_kcal_mol": 203.2,
  "symbols": ["C", "C", "C", "C", "C", "N", "N", "H", "H", "H", "H", "H", "H", "H", "H", "H", "H", "H", "H", "H", "H", "H", "O"],
  "coordinates": [[-0.660, -0.339, 1.698], [-0.147, -1.025, 0.439], [1.274, -0.683, -0.030], [2.260, -1.600, -0.044], [1.366, 0.998, -1.857], [1.569, 0.617, -0.456], [-0.434, 1.060, 1.774], [-1.738, -0.585, 1.809], [-0.172, -0.774, 2.589], [-0.858, -0.865, -0.398], [-0.125, -2.102, 0.628], [3.278, -1.349, -0.314], [2.075, -2.615, 0.262], [1.360, 2.077, -1.959], [2.181, 0.614, -2.482], [0.450, 0.522, -2.229], [1.161, 1.308, 0.183], [-0.801, 1.440, 2.658], [-1.033, 1.520, 0.959], [-1.534, 1.761, -0.254], [-2.639, 0.585, -0.823], [-3.862, -0.249, -1.264], [-2.972, -0.316, -0.888]]
}

=====

# 2
{
  "formula": "C2H7S",
  "method": "the ωB97M-V functional and the def2-TZVPD basis",
  "e_tot_ha": -478.60524,
  "gap_ev": 6.21,
  "total_charge": -1,
  "relative_energy_kcal_mol": 2.4,
  "symbols": ["S", "H", "C", "C", "H", "H", "H", "H", "H", "H"],
  "coordinates": [[-1.080, 3.777, 1.175], [-1.797, 3.118, 0.250], [-0.065, -0.790, -0.789], [0.791, -0.950, 0.459], [0.520, -0.502, -1.670], [-0.636, -1.681, -1.043], [-0.769, 0.036, -0.674], [0.275, -1.533, 1.219], [1.053, 0.019, 0.870], [1.708, -1.494, 0.202]]
}

=====

# 3
{
  "formula": "C5H7NO",
  "method": "the ωB97M-V functional and the def2-TZVPD basis",
  "e_tot_ha": -324.60897,
  "gap_ev": 8.87,
  "relative_energy_kcal_mol": 72.5,
  "symbols": ["C", "C", "C", "N", "C", "O", "C", "H", "H", "H", "H", "H", "H", "H"],
  "coordinates": [[0.775, 1.714, -0.872], [-0.341, 0.731, -0.687], [-0.337, -0.509, -1.262], [-0.286, -1.658, -1.513], [0.373, -0.833, 0.552], [1.510, -0.678, 0.788], [-0.707, -1.339, 1.367], [1.743, 1.212, -0.793], [0.731, 2.213, -1.845], [0.723, 2.490, -0.103], [-1.324, 1.114, -0.415], [-0.592, -0.884, 2.333], [-0.571, -2.398, 1.487], [-1.696, -1.177, 0.964]]
}

=====

# 4
{
  "formula": "C16H27HgN3Sb2",
  "method": "the ωB97M-V functional and the def2-TZVPD basis",
  "e_tot_ha": -1423.66944,
  "gap_ev": [8.31, 4.38],
  "total_charge": 1,
  "multiplicity": 2,
  "s2": 0.76,
  "symbols": ["Hg", "C", "Sb", "C", "C", "C", "C", "C", "C", "C", "C", "C", "Sb", "C", "C", "H", "H", "H", "H", "H", "H", "H", "H", "H", "H", "H", "H", "H", "H", "H", "H", "H", "H", "H", "H", "N", "C", "H", "C", "N", "C", "C", "N", "H", "H", "H", "H", "H", "H"],
  "coordinates": [[0.500, -0.297, -1.024], [-4.841, 0.081, -1.044], [-2.892, 0.242, -0.154], [-3.704, 0.600, 1.791], [-2.474, 2.258, -1.039], [-3.367, 3.221, -0.361], [-4.586, 3.508, -1.010], [-5.524, 4.350, -0.463], [-5.274, 4.919, 0.785], [-4.086, 4.646, 1.437], [-3.103, 3.811, 0.897], [-1.856, 3.639, 1.745], [-0.130, 2.404, 1.248], [0.896, 3.975, 0.199], [0.754, 2.727, 3.173], [-5.442, 0.916, -0.689], [-5.307, -0.856, -0.738], [-4.773, 0.100, -2.131], [-4.343, 1.481, 1.748], [-2.911, 0.724, 2.524], [-4.303, -0.278, 2.038], [-2.763, 2.075, -2.075], [-1.409, 2.440, -0.985], [-4.771, 3.062, -1.982], [-6.443, 4.565, -0.994], [-6.002, 5.579, 1.239], [-3.898, 5.100, 2.404], [-2.164, 3.316, 2.743], [-1.401, 4.624, 1.882], [0.970, 4.854, 0.842], [0.339, 4.234, -0.704], [1.894, 3.637, -0.079], [0.673, 3.780, 3.444], [1.804, 2.436, 3.139], [0.235, 2.113, 3.911], [3.936, 0.298, 0.795], [2.913, 0.847, 0.746], [4.817, -0.171, 0.837], [-1.812, -3.492, 3.968], [-0.966, -2.293, 4.028], [0.057, -2.130, 5.070], [-0.904, -1.519, 2.956], [-0.855, -0.836, 2.018], [-1.778, -3.983, 4.935], [-1.469, -4.194, 3.207], [-2.844, -3.215, 3.758], [-0.183, -2.799, 5.890], [0.054, -1.109, 5.445], [1.054, -2.371, 4.701]]
}

=====

> Number 3 is which compound?

C5H7NO